Run 1
The molecule C8H13NO2, computed with ωB97M-V with the def2-TZVPD basis set.

* SMILES string: CC[C@@H]1[C@]2(O)[C@H](N=O)[C@@]12CC
* LUMO level (spin up / spin down): -0.198 / -0.198 eV

ORCA input file:
```
! RIJCOSX wB97M-V def2-TZVPD def2/J DEFGRID3
* xyz 0 1
H -1.4858 -2.0290 -0.4813
C -1.1784 2.8015 0.6243
O -1.5481 -1.2150 -1.0627
C -0.6135 -0.3732 -1.2809
H -1.4576 3.1728 1.5317
H -1.6853 0.6657 0.9171
O 1.4001 -2.7218 -2.9023
H -0.4882 -1.3411 1.1925
H 1.4869 0.1355 1.4637
C -0.1623 0.8913 -0.5919
H -0.3198 3.3811 0.2092
C 0.4993 -1.5720 1.5217
H 0.4923 -1.5125 2.6017
N 1.1043 -2.1239 -1.8855
H -0.0640 1.7750 -1.2724
H 2.3243 -1.0997 0.5278
C -0.8815 1.3216 0.6221
H -1.9149 3.0135 -0.1457
H 1.0581 -0.1000 -2.7750
C 0.9241 -0.1440 -0.5029
H -0.2431 1.1869 1.4696
C 0.7875 -0.7351 -1.8838
H 0.5563 -2.7250 1.3205
C 1.4095 -0.6527 0.7828
*
```

=====

Run 2
A structure of composition C8H13NO2, computed with ωB97M-V with the def2-TZVPD basis set.

* LUMO level: 0.860 eV

ORCA input file:
```
! RIJCOSX wB97M-V def2-TZVPD def2/J DEFGRID3
* xyz 0 1
N 1.0588 0.7130 1.5732
O -0.3071 0.9650 -2.5187
H -0.6194 -2.3302 -0.4693
H 0.6837 -0.1123 2.9796
H 1.3187 1.4225 -0.2652
H 0.4453 2.6238 2.4591
C 1.3046 1.9315 2.2178
H -0.8985 -1.8011 -4.3104
C -1.2622 -1.0649 -3.9362
C 0.4694 1.0594 0.2232
O -0.8598 -1.1041 -2.4310
H -0.9684 -0.1490 -4.1336
C -0.0582 -1.6081 1.6645
H -0.6121 -1.8418 2.3882
H 2.1628 2.6002 1.3573
C -0.3632 0.0198 -1.8861
H 1.6178 1.5362 3.0074
H -1.0970 0.2760 2.1808
C -0.0578 -0.1023 -0.4442
H 1.0742 -2.1184 1.7169
H -0.3413 1.8749 0.0227
C 0.0712 -0.0689 2.3473
H -2.4926 -1.4437 -3.9444
C -0.2687 -1.2774 0.2012
*
```

=====

Least stable of them? run 2.

=====

Run 1
A cluster of 2 separate species, CH7N3 in total, computed with ωB97M-V with the def2-TZVPD basis set.

* SMILES string: [H]/N=C/N.N
* LUMO level: 1.078 eV

ORCA input file:
```
! RIJCOSX wB97M-V def2-TZVPD def2/J DEFGRID3
* xyz 0 1
N -1.1557 -0.9919 -0.4073
H -0.4314 -0.4108 0.1096
H -2.5476 -0.7920 -1.9656
H 2.6270 -0.1810 2.6660
H 2.9809 1.1429 1.9596
N -1.1720 0.8288 -1.7205
C -1.7252 -0.2778 -1.5231
H -1.7646 -1.2778 0.3645
H -1.3099 1.3545 -2.5533
N 2.6887 0.2267 1.7345
H 1.8097 0.3782 1.3356
*
```

=====

Run 2
A cluster of 2 separate species, CH7N3 in total, computed with ωB97M-V with the def2-TZVPD basis set.

* SMILES string: [H]/N=C\N.N
* LUMO level: 0.867 eV

ORCA input file:
```
! RIJCOSX wB97M-V def2-TZVPD def2/J DEFGRID3
* xyz 0 1
N -2.5428 -1.9403 -1.2615
H 1.6580 2.5674 0.2090
H 1.7097 0.4479 -0.7572
H -2.1879 -1.5590 -2.1430
N 0.9273 -0.4763 0.8985
H -1.6864 -1.8805 -0.7126
N 1.6876 1.7779 0.8499
H 1.1083 1.9485 1.6572
H -3.0767 -1.1441 -0.9211
C 1.4061 0.5338 0.2838
H 0.9969 -0.2753 1.8968
*
```

=====

Least stable of them? run 1.

=====

Run 1
A structure of composition C33H52BLuN8O3S4, computed with ωB97M-V with the def2-TZVPD basis set.

* LUMO level: -5.678 eV

ORCA input file:
```
! RIJCOSX wB97M-V def2-TZVPD def2/J DEFGRID3
* xyz 2 1
C -1.6810 -2.6603 2.0435
H 4.2933 -1.4827 -4.2410
C -2.0538 0.0588 -3.0462
H 2.5482 0.0748 5.3166
H 0.0681 -0.5187 5.5255
N 1.8734 0.2243 -0.2025
H -3.0234 -0.0004 3.3112
N 1.7454 -0.6999 -1.1678
H 1.9473 -4.0737 0.6836
C 3.0160 0.8449 0.1209
H -2.4565 8.3435 3.3345
H -4.0534 -0.5263 2.0006
H -0.1352 4.0086 -3.7126
N -1.2515 -0.3182 -2.0937
O 1.4201 3.2894 3.4946
H -1.4087 4.3953 -2.5772
C 4.1766 0.3580 -0.5889
H 2.1293 -3.7582 -2.1829
H -3.0838 -2.2330 -1.8812
O -0.6825 2.7462 3.6239
H 5.6801 0.8080 0.8380
H 3.4355 -2.9204 -4.7556
H -0.7749 -6.4989 1.2191
C 1.5684 -3.0804 -2.8233
N -1.2116 5.6297 3.4901
C -1.1628 -5.4837 1.2025
H -3.2718 -1.8627 -5.5891
C -1.1910 2.3215 -2.9657
C 1.1439 -4.7967 0.5666
O 0.8781 0.5634 3.1452
C -0.5280 -3.0912 1.3290
C 2.4162 -1.8636 -3.1958
C -3.2909 -0.8630 2.7026
H -1.8156 -2.6999 -3.0099
C 0.4372 -4.6641 2.9573
S 3.0886 2.0769 1.2499
H -2.2121 -3.3668 2.6620
C -2.8304 -2.3157 -2.9344
C -1.1444 3.7377 -3.4065
C 5.5017 0.9136 -0.2317
H 1.4815 -1.4416 -5.0872
C -1.0076 6.1076 2.2724
C -0.3299 1.8820 -1.9050
S -1.7229 1.1740 1.0838
C -4.4213 -0.4808 -3.5191
C -1.4134 8.4132 3.0201
H -1.5850 -1.4925 -5.2405
H -2.7083 -0.2033 -5.6774
C 1.6244 -0.9390 -4.1335
H 4.8600 -0.8512 -2.1820
H -1.4704 6.2319 4.2564
H -1.1069 4.6351 3.6612
H -0.9619 7.6865 1.0751
C -2.9764 -0.9740 -3.6480
N -0.4135 0.5899 -1.5457
C 2.2909 1.1062 5.0750
H 1.5386 -5.7858 0.7868
H -5.0967 -1.2363 -3.9156
S 0.7843 2.9369 -1.1693
N 0.1185 -2.2781 0.5424
H -2.7157 1.6934 -4.2956
H 0.8172 -4.7871 -0.4687
H 1.2958 -3.6168 -3.7310
N -0.3047 -0.9978 0.4446
H 0.6547 -2.7898 -2.3059
H -4.6851 -0.3040 -2.4774
C 0.8968 1.1663 4.4853
H 2.1547 -0.0064 -4.3220
H 5.5196 1.9830 -0.4453
C 2.7226 -1.0518 -1.9616
H -3.5032 -3.0370 -3.3915
C -2.0396 1.4016 -3.5080
H -1.2447 9.3898 2.5767
B 0.4442 -0.1533 -0.5645
C -2.1052 -1.3703 1.9668
H -3.7106 -1.6414 3.3342
H -1.8290 3.9051 -4.2321
H -0.2037 1.0171 6.3284
C -0.1696 0.5305 5.3576
C 0.5153 2.5628 3.9755
Lu 0.4230 2.7651 1.6447
H -0.3635 -4.4578 3.6647
H -1.1470 0.6097 4.8878
N -1.0947 7.4043 2.0336
H -0.7548 8.3228 3.8845
H 1.2743 -4.0028 3.1790
H -4.5943 0.4365 -4.0785
H 6.2947 0.4218 -0.7852
H -1.5900 -5.3036 0.2170
C -1.3325 -0.4813 1.1471
C 3.6987 -2.3216 -3.8870
C 4.0032 -0.5374 -1.6074
H 2.3308 1.6783 5.9987
C -2.6081 -1.1359 -5.1276
H 1.2624 -0.3178 3.1956
H 0.6444 -0.7130 -3.7195
H 4.3110 -2.9414 -3.2358
C -0.0221 -4.5038 1.5017
H -1.9595 -5.4312 1.9399
S -0.6648 5.0951 0.9173
H 3.0253 1.5111 4.3803
H 0.7658 -5.6876 3.1226
*
```

=====

Run 2
A structure of composition C33H52BLuN8O3S4, computed with ωB97M-V with the def2-TZVPD basis set.

* LUMO level: -5.610 eV

ORCA input file:
```
! RIJCOSX wB97M-V def2-TZVPD def2/J DEFGRID3
* xyz 2 1
C 3.5375 -1.9230 2.3001
H 4.2014 -2.3165 3.0696
O -4.3739 0.1185 -2.5409
C 1.2883 3.9064 -1.5272
H 2.5077 -2.1347 2.5950
S -2.0746 2.0924 -2.7056
C 0.7289 1.0682 5.5600
C 0.0626 3.7359 -2.1033
H 2.8041 1.7126 1.5798
H 4.3126 2.6288 1.7166
H 4.0608 4.4948 -1.4967
H -5.1100 -4.6468 -7.0099
C -0.6516 2.4865 -1.9045
H 4.2802 -4.4808 1.9052
H 0.0736 0.3599 6.0678
C 5.3355 -2.2691 0.5934
C 2.3085 -2.6126 -3.8536
Lu -2.3929 -0.6224 -2.1757
H 1.8382 4.8147 -1.7253
C -4.5508 -0.3957 -1.3961
C 4.0677 1.8274 -0.8849
H -1.2483 -0.6138 4.5824
H 3.9940 -4.6279 0.1787
H 3.0970 -3.3542 -3.9591
H 0.4929 3.4317 3.0414
C -0.5352 4.7698 -2.9944
H -5.3564 2.4985 0.3514
C -1.3309 2.3357 4.8672
H -2.8650 -2.6507 2.1945
H -5.2143 -5.5272 -5.4771
H 6.0011 -2.6523 1.3669
C 3.9672 4.2919 -0.4287
H 3.6622 -0.8403 2.2596
C 3.2857 2.6650 1.3515
H 5.1266 1.9029 -0.6377
H -6.3329 -0.3556 0.8849
H 1.3513 -3.0615 -4.1244
C 3.6801 -4.0991 1.0792
N 0.1783 1.0555 2.0780
S -2.2001 -2.5925 -3.9828
H 0.0537 5.6831 -2.9858
H -1.1798 3.0262 5.6970
C 1.8848 2.9234 -0.6878
O -3.2440 0.7298 -0.0094
C -5.3701 1.8407 -0.5198
H 3.7162 0.8425 -0.5723
H 1.9100 2.5947 3.6885
H 5.4975 -1.1925 0.5098
C 2.2585 -2.0931 -2.4542
N -4.6953 -3.4198 -3.3842
C 2.9834 -2.0559 -0.1421
C 3.8786 -2.5809 0.9644
H 2.6354 -4.3468 1.2765
C -1.2567 -1.2907 2.5834
C -0.2367 0.7932 3.2836
H -6.4125 1.6670 -0.7876
C 3.0551 -2.5741 -1.4651
H -6.0284 -3.9514 -5.6868
C -2.0005 -2.5587 2.8511
H -0.5921 4.3864 -4.0155
H 4.9738 4.2742 -0.0130
N 1.1165 1.9011 -0.4338
H -4.5294 -3.0467 -2.4586
H -3.1595 -3.7776 -6.1407
B 0.5352 0.4962 -0.2348
N -3.9361 -3.8441 -5.5025
N -0.0689 1.6741 -1.0274
H -5.5608 -3.8993 -3.5678
H -1.3614 -3.4200 2.6469
H 3.7590 -3.3662 -1.6845
H -5.1642 0.4819 1.9034
H -3.1169 1.4244 0.6469
H 2.4819 -1.7996 -4.5592
H -2.3235 -2.6003 3.8889
C -5.1421 -4.5376 -5.9305
H 3.9689 1.9115 -1.9690
N 2.1510 -1.1003 0.1443
C -0.8489 -0.9500 1.2524
C 3.3004 2.9449 -0.1528
C -5.2695 -0.1618 1.0282
H 1.6167 0.5338 5.2167
S -1.2773 -1.9495 -0.0624
C 1.3187 -1.0672 -2.1054
N 1.3450 -0.6358 -0.8367
H 0.9805 3.6810 4.7226
C 0.0267 1.7898 4.3982
O -4.1742 -1.5823 -1.1865
H 5.6245 -2.7341 -0.3505
C -3.7395 -3.3299 -4.2985
H -1.9944 1.5425 5.2156
C -0.9442 -0.4088 3.5646
H -1.5592 4.9903 -2.6911
H -4.7602 -1.1058 1.2098
N -0.1173 0.1658 1.0994
H 1.0459 1.8020 6.3008
H -4.8755 2.3342 -1.3533
C 0.9046 2.9425 3.9247
C -4.6920 0.5321 -0.1843
H 3.4309 5.1169 0.0433
H -1.8336 2.8795 4.0645
H 2.7608 3.4536 1.8904
S 0.2434 -0.3987 -3.2574
*
```

=====

Least stable of them? run 2.

=====

Run 1
A structure of composition CH3N2O, computed with ωB97M-V with the def2-TZVPD basis set.

* LUMO level: -6.846 eV

ORCA input file:
```
! RIJCOSX wB97M-V def2-TZVPD def2/J DEFGRID3
* xyz 1 1
O 2.3291 0.2515 0.4149
H 1.4926 -1.1618 -0.5492
N 1.3330 -0.2876 0.0742
H -2.2569 -0.0362 0.0619
N -1.2487 0.3849 -0.0184
H -1.1263 1.4422 -0.2636
C -0.5228 -0.5931 0.2803
*
```

=====

Run 2
The ion CH3N2O with charge +1, computed with ωB97M-V with the def2-TZVPD basis set.

* SMILES string: N#[N+]CO
* LUMO level: -6.291 eV

ORCA input file:
```
! RIJCOSX wB97M-V def2-TZVPD def2/J DEFGRID3
* xyz 1 1
H 0.5317 0.8143 0.9449
O 0.8944 -0.9353 0.2581
N -1.1477 0.2802 0.1127
C 0.2948 0.3145 0.0883
H 1.1425 -1.3920 -0.6013
H 0.5154 0.6819 -0.9289
N -2.2311 0.2365 0.1262
*
```

=====

Least stable of them? run 1.

=====

Run 1
A cluster of 2 separate species, C3H8ClN2O in total, computed with ωB97M-V with the def2-TZVPD basis set.

* LUMO level: -3.797 eV

ORCA input file:
```
! RIJCOSX wB97M-V def2-TZVPD def2/J DEFGRID3
* xyz 1 1
H -0.6208 1.2469 -0.5085
O -0.6755 -0.9758 1.8960
H 0.0714 -0.7911 2.5806
H -1.6871 -2.5326 -0.1130
N 0.1672 0.7764 -0.0122
H 1.1974 3.1298 -0.6728
C -1.3292 -1.5614 -0.3025
C -0.3069 -1.2030 0.6678
H -1.1010 -1.4890 -1.3565
N 1.8219 2.4842 -0.2659
H 2.7496 2.9253 0.0226
C 1.3198 1.3452 0.1592
H 0.8382 -1.3797 0.6258
H -2.2472 -0.9231 -0.1514
Cl 2.3990 0.2681 1.1496
*
```

=====

Run 2
A cluster of 2 separate species, C3H8ClN2O in total, computed with ωB97M-V with the def2-TZVPD basis set.

* LUMO level: -4.235 eV

ORCA input file:
```
! RIJCOSX wB97M-V def2-TZVPD def2/J DEFGRID3
* xyz 1 1
N -0.0019 -0.7451 0.7995
H -1.8306 -0.5085 1.5019
C 0.0070 1.0970 -2.2297
H 1.9608 -0.3864 1.2496
H -1.1130 -2.1901 1.9234
H 1.0026 2.8176 -0.8855
H -0.0587 -0.0540 0.0109
C 1.0579 -1.0279 1.3568
H -0.5088 0.2083 -2.5202
H -1.8017 -1.7622 0.1776
H 1.3361 -1.5968 2.2627
Cl 0.2881 2.3103 -3.3864
N 0.2336 1.0569 -1.0207
C -1.2839 -1.3198 1.1168
O 0.7128 2.1008 -0.3567
*
```

=====

Run 3
A cluster of 2 separate species, C3H8ClN2O in total, computed with ωB97M-V with the def2-TZVPD basis set.

* LUMO level: -3.353 eV

ORCA input file:
```
! RIJCOSX wB97M-V def2-TZVPD def2/J DEFGRID3
* xyz 1 1
H 0.8172 2.8812 1.9095
C -1.0872 -2.2607 -0.3308
C 0.5934 2.8784 0.9016
H 0.0596 1.2589 -0.6974
H 0.1981 -0.7744 0.4889
Cl -2.5258 -1.5406 0.2132
H -2.2032 -3.7479 -1.2615
H -0.6302 -4.1338 -1.1797
H 1.1988 3.3496 0.2943
O 0.3098 0.4859 1.2188
H 0.7458 -2.0184 -0.8773
N 0.0644 -1.7228 -0.1740
C 0.3036 1.4552 0.4912
H -0.3352 3.4571 1.0708
N -1.2857 -3.4082 -0.9562
*
```

=====

Least stable of them? run 2.

=====

Run 1
A cluster of 6 separate species, C5H21NO7 in total, computed with ωB97M-V with the def2-TZVPD basis set.

* SMILES string: CCCCNC(=O)O.O.O.O.O.O
* LUMO level: 0.157 eV

ORCA input file:
```
! RIJCOSX wB97M-V def2-TZVPD def2/J DEFGRID3
* xyz 0 1
C -1.6765 -1.4508 -2.3671
H 1.0437 -0.7440 2.5478
O 1.3943 0.9658 -2.7521
H 0.2787 -3.5741 -0.3263
H -1.3936 2.3738 2.5280
O 1.8516 0.8979 0.5985
H -0.7249 -0.3709 0.6362
H 2.4779 -1.2089 0.1706
C -0.8196 1.2913 -0.7176
H -0.2071 -2.4371 0.6400
C -0.8254 2.0509 1.6596
C -0.7516 -0.2248 -0.4164
H -1.3058 1.3340 -1.7319
H -2.5542 1.1551 0.7422
O 0.4378 -0.3057 3.1631
H -2.4298 -1.4090 -0.4528
H 1.5323 1.6317 -3.4471
H 0.2318 1.7022 -0.6352
N -1.6834 -1.0800 -1.0427
C -1.6637 1.8298 0.4461
O 0.4316 -3.2520 0.4388
H 0.2691 -0.6282 -0.7217
H 2.6080 0.6439 1.1634
H -2.2021 2.7929 0.0528
O 3.0421 -1.5351 0.9371
H 1.6942 1.4674 -1.9790
O -0.7651 -0.9054 -3.2492
H -0.1081 -0.2004 -2.9677
H 1.1149 0.8322 1.3161
O -2.4186 -2.2908 -2.7934
H 0.8382 -0.6707 3.9324
H -0.6248 0.9900 1.9899
H 2.7781 -2.3760 1.1489
H 0.1304 2.7052 1.4886
*
```

=====

Run 2
A cluster of 6 separate species, C5H21NO7 in total, computed with ωB97M-V with the def2-TZVPD basis set.

* SMILES string: CNC(=O)C[C@@H](C)O.O.O.O.O.O
* LUMO level: 0.279 eV

ORCA input file:
```
! RIJCOSX wB97M-V def2-TZVPD def2/J DEFGRID3
* xyz 0 1
H -1.9037 -1.2966 -0.4689
C 0.4188 -1.5416 -1.7476
H -3.2437 -1.7167 0.2369
H 1.4759 -1.3976 1.2859
O 1.9640 -2.0487 1.8020
H 1.2896 0.5950 1.9912
O -2.4433 2.2506 1.4537
H -1.5162 2.4702 1.5603
H 2.4771 -0.8223 -1.4629
H 0.6200 2.3963 0.4620
H -0.2180 3.8300 -1.2882
H 2.4180 -1.6001 2.5194
H 0.4258 -2.7144 -0.1017
H 0.0997 0.3350 -2.5143
H 1.6240 1.4750 3.2437
C -0.4881 2.7799 -1.3375
C -0.1186 -0.1019 -1.5284
O -1.4920 -0.2986 1.6637
H -0.7012 -0.5665 2.1426
H -2.4196 1.4088 0.9789
H -2.1805 -0.0279 2.2777
O -2.8539 -1.4149 -0.5811
H 2.4079 -2.2547 -2.5102
O 1.3132 0.6079 2.9704
H 2.2247 -2.1940 -0.7508
H -1.4877 2.7617 -0.9081
C 0.6098 0.6918 -0.4923
H -0.5415 2.3212 -2.3141
C 1.9179 -1.7275 -1.6973
N 0.4046 2.0363 -0.4552
H -1.1966 -0.1092 -1.4239
O 1.4179 0.2064 0.3052
O -0.2135 -2.3380 -0.7133
H -0.0908 -1.9948 -2.5976
*
```

=====

Least stable of them? run 1.